Record 1
{
  "formula": "C2H6N2S",
  "method": "wB97M-V/def2-TZVPD",
  "orbital_gap_ev": 10.0,
  "total_energy_ev": -15985.56863,
  "charge": 0,
  "de_lowest_kj_mol": 118.7,
  "smiles": "C/N=C/NS",
  "species": ["S", "N", "N", "C", "C", "H", "H", "H", "H", "H", "H"],
  "xyz": [[2.769, 1.194, -0.197], [-0.696, -0.432, -0.503], [1.456, 0.251, -0.589], [-2.013, -0.501, 0.147], [0.198, 0.213, 0.021], [3.314, 0.392, 0.721], [1.625, -0.289, -1.401], [0.206, 0.752, 0.950], [-2.646, 0.072, -0.427], [-2.232, -1.541, 0.160], [-1.981, -0.109, 1.117]],
  "atomic_forces_ev_per_a": [[-0.1, 0.5, 0.5], [-2.3, -1.2, -0.9], [0.1, 0.3, 0.2], [2.8, -0.9, -0.6], [2.8, 0.8, 0.0], [0.3, -0.1, 0.2], [-0.5, -0.7, -0.7], [-0.3, 0.5, 0.7], [-1.9, 0.9, -1.3], [-0.9, -0.7, 0.1], [-0.1, 0.6, 1.7]],
  "mulliken_charge": [-0.17, -0.47, -0.34, -0.73, 0.12, 0.12, 0.28, 0.31, 0.29, 0.24, 0.34]
}

Record 2
{
  "formula": "C2H6N2S2",
  "method": "wB97M-V/def2-TZVPD",
  "orbital_gap_ev": 10.0,
  "total_energy_ev": -26821.16679,
  "charge": 0,
  "de_lowest_kj_mol": 62.5,
  "smiles": "[H]/N=C(\\CS)NS",
  "species": ["S", "S", "N", "N", "C", "C", "H", "H", "H", "H", "H", "H"],
  "xyz": [[-0.690, -2.718, 0.483], [0.594, 2.743, -0.432], [-0.535, -1.229, -0.333], [0.939, -0.067, 1.104], [0.195, -0.091, 0.064], [-0.042, 1.143, -0.945], [-0.289, 2.949, 0.555], [-1.063, 1.112, -1.233], [1.360, 0.872, 1.244], [-1.559, -2.384, 1.428], [-1.130, -1.057, -1.094], [0.478, 0.873, -1.825]],
  "atomic_forces_ev_per_a": [[0.7, 0.4, -0.7], [-0.2, -0.3, 0.0], [1.1, 0.6, 1.0], [-0.7, 0.4, -0.8], [0.4, 0.8, 0.6], [0.6, -1.8, 1.8], [0.0, 0.0, 0.0], [-1.1, 0.5, 0.0], [-0.3, -0.7, -0.3], [-0.4, 0.3, 0.4], [-0.9, -0.1, -0.9], [0.8, -0.1, -1.1]],
  "mulliken_charge": [-0.14, -0.21, -0.34, -0.67, 0.65, -0.78, 0.15, 0.39, 0.25, 0.12, 0.23, 0.35]
}

Record 3
{
  "formula": "C2H6N2S2",
  "method": "wB97M-V/def2-TZVPD",
  "orbital_gap_ev": 9.7,
  "total_energy_ev": -26821.07218,
  "charge": 0,
  "de_lowest_kj_mol": 71.6,
  "smiles": "[H]/N=C(\\NS)SC",
  "species": ["S", "S", "N", "N", "C", "C", "H", "H", "H", "H", "H", "H"],
  "xyz": [[0.486, -2.990, 0.198], [0.637, 0.063, -1.135], [-0.773, 0.746, 0.963], [-0.183, -1.608, 0.913], [-0.130, -0.210, 0.401], [0.174, 1.744, -1.374], [1.650, -2.872, 0.845], [-0.717, -1.719, 1.738], [0.595, 2.028, -2.355], [-0.904, 1.940, -1.420], [0.480, 2.457, -0.557], [-1.314, 0.421, 1.783]],
  "atomic_forces_ev_per_a": [[-0.1, 0.9, 0.3], [0.5, -0.8, 0.1], [0.2, -1.0, 0.3], [0.6, 2.3, -2.0], [-1.7, -1.7, 1.4], [-0.3, 2.1, 0.2], [0.4, -0.4, -0.1], [-0.4, -0.1, 0.7], [0.0, 0.0, 0.5], [0.1, -0.7, -0.1], [0.3, -1.0, -0.9], [0.5, 0.2, -0.4]],
  "mulliken_charge": [-0.16, -0.05, -0.64, -0.34, 0.62, -0.82, 0.14, 0.21, 0.29, 0.29, 0.27, 0.19]
}

Record 4
{
  "formula": "C2H6N2S3",
  "method": "wB97M-V/def2-TZVPD",
  "orbital_gap_ev": 8.2,
  "total_energy_ev": -37654.29888,
  "charge": 0,
  "de_lowest_kj_mol": 220.0,
  "smiles": "NNC=S.S=CS",
  "species": ["S", "S", "S", "N", "N", "C", "C", "H", "H", "H", "H", "H", "H"],
  "xyz": [[1.555, -0.008, -2.906], [0.761, -1.754, -0.577], [-2.817, 2.365, 0.508], [-0.986, 0.642, 1.327], [0.253, 0.018, 1.196], [-1.384, 1.570, 0.448], [1.590, -1.383, -2.054], [-0.633, 1.739, -0.326], [0.151, -0.569, -0.453], [0.124, -0.988, 1.098], [0.817, 0.194, 2.026], [2.187, -2.238, -2.379], [-1.617, 0.411, 2.092]],
  "atomic_forces_ev_per_a": [[-0.1, -0.3, 0.2], [0.5, -1.2, -2.4], [0.4, -0.2, 0.0], [-0.6, 0.1, 0.4], [-0.2, 0.9, 2.1], [-0.2, 0.2, -0.1], [0.1, -0.2, -0.2], [-0.1, 0.0, 0.0], [0.3, -0.3, -1.2], [-0.2, 0.6, 1.3], [0.0, 0.1, -0.1], [0.0, 0.1, 0.0], [0.2, 0.1, -0.2]],
  "mulliken_charge": [-0.23, -0.18, -0.35, -0.06, -0.57, -0.02, -0.13, 0.29, 0.25, 0.26, 0.23, 0.30, 0.20]
}

Record 5
{
  "formula": "C2H6N3",
  "method": "wB97M-V/def2-TZVPD",
  "orbital_gap_ev": [10.1, 8.4],
  "total_energy_ev": -6626.90407,
  "charge": 1,
  "de_lowest_kj_mol": 789.5,
  "smiles": "[H]/N=C1/CN1[NH3+]",
  "species": ["N", "N", "N", "C", "C", "H", "H", "H", "H", "H", "H"],
  "xyz": [[2.600, -0.711, 0.039], [-0.195, 0.134, -0.497], [-1.311, -0.681, -0.051], [1.028, 0.219, 0.086], [0.217, 1.403, 0.137], [-1.231, -1.612, -0.503], [-1.372, -0.827, 0.981], [0.363, 2.223, -0.558], [-0.198, 1.688, 1.099], [2.282, -1.601, -0.346], [-2.184, -0.236, -0.386]],
  "atomic_forces_ev_per_a": [[-5.0, 4.1, 0.5], [-0.6, 0.0, -1.4], [-0.2, -0.4, 0.6], [5.8, -4.7, 0.4], [0.2, 1.0, 0.2], [0.0, 0.5, 0.2], [0.1, 0.1, -0.5], [-0.2, 0.0, -0.1], [0.0, -0.1, 0.2], [-0.5, -0.3, -0.2], [0.4, -0.2, 0.1]],
  "mulliken_charge": [-0.24, -0.29, -0.20, 0.02, -0.18, 0.38, 0.38, 0.24, 0.28, 0.24, 0.38]
}

Record 6
{
  "formula": "C2H6N3O",
  "method": "wB97M-V/def2-TZVPD",
  "orbital_gap_ev": 9.6,
  "total_energy_ev": -8679.43510,
  "charge": 1,
  "de_lowest_kj_mol": 364.9,
  "smiles": "C=[NH+]/N=C(\\N)O",
  "species": ["O", "N", "N", "N", "C", "C", "H", "H", "H", "H", "H", "H"],
  "xyz": [[-0.810, 0.753, -2.166], [1.206, 0.068, 0.708], [-1.411, -0.492, -0.549], [0.893, 0.254, -0.819], [-0.377, 0.106, -1.085], [0.867, -0.315, 1.956], [2.015, 0.652, 0.758], [-0.196, -0.617, 2.139], [-1.485, -1.357, -0.008], [-0.060, 1.440, -2.426], [-2.162, -0.502, -1.283], [1.521, 0.010, 2.776]],
  "atomic_forces_ev_per_a": [[3.1, 2.1, -1.1], [-0.3, -0.1, 1.3], [-2.8, -1.9, -0.1], [0.1, -0.5, 3.8], [-0.1, 0.8, -1.1], [-1.7, 1.5, -3.8], [1.1, -0.1, -0.2], [1.3, -0.4, -0.1], [1.0, 0.6, -0.1], [-2.2, -1.9, 0.5], [0.5, 0.2, 1.4], [-0.1, -0.3, -0.5]],
  "mulliken_charge": [-0.49, 0.00, -0.40, -0.57, 0.69, -0.02, 0.30, 0.25, 0.29, 0.40, 0.29, 0.27]
}

Record 7
{
  "formula": "C2H6N3O2",
  "method": "wB97M-V/def2-TZVPD",
  "orbital_gap_ev": 8.4,
  "total_energy_ev": -10738.65614,
  "charge": -1,
  "de_lowest_kj_mol": 57.3,
  "species": ["O", "O", "N", "N", "N", "C", "C", "H", "H", "H", "H", "H", "H"],
  "xyz": [[0.554, -0.643, 1.048], [-1.517, 0.101, 0.560], [0.685, 0.085, -2.467], [1.741, 1.622, -1.124], [-1.222, -1.506, 2.153], [-0.693, -0.597, 1.208], [0.654, 1.072, -1.493], [-2.084, -1.215, 2.589], [-0.361, 1.274, -1.164], [-0.022, -0.621, -2.339], [-0.513, -1.825, 2.779], [1.514, 2.337, -0.437], [1.599, -0.251, -2.700]],
  "atomic_forces_ev_per_a": [[-0.4, -0.1, 0.3], [-0.2, 0.0, 0.3], [-0.7, 0.4, 0.0], [-0.4, 0.5, 0.0], [-0.5, -0.2, 0.1], [0.7, 0.3, -1.2], [0.7, -0.5, -0.5], [0.1, 0.0, -0.1], [0.1, 0.1, 0.4], [0.1, -0.1, 0.0], [0.2, -0.1, 0.4], [0.1, -0.1, 0.0], [0.3, -0.2, 0.2]],
  "mulliken_charge": [-0.73, -0.74, -0.55, -0.79, -0.51, 0.61, 0.13, 0.21, 0.44, 0.24, 0.22, 0.22, 0.25]
}

Record 8
{
  "formula": "C2H6N3O2",
  "method": "wB97M-V/def2-TZVPD",
  "orbital_gap_ev": [8.6, 8.6],
  "total_energy_ev": -10722.14315,
  "charge": 1,
  "de_lowest_kj_mol": 656.2,
  "species": ["O", "O", "N", "N", "N", "C", "C", "H", "H", "H", "H", "H", "H"],
  "xyz": [[0.089, 1.842, 1.851], [-1.165, 0.085, 1.425], [-0.082, 0.889, 1.180], [-0.904, -1.748, -0.730], [1.937, 1.128, -0.090], [-0.249, -0.776, -1.153], [0.752, 0.604, 0.302], [-1.855, 0.650, 1.802], [-0.740, -2.114, 0.294], [-0.439, -0.483, -2.191], [1.854, 1.744, -0.921], [2.453, 0.395, -0.449], [-1.652, -2.215, -1.319]],
  "atomic_forces_ev_per_a": [[0.1, 3.3, 3.1], [-0.2, -1.2, -0.5], [-1.7, -0.5, 0.1], [-1.3, -2.9, 2.2], [-2.1, 1.4, -0.8], [1.5, 3.2, 1.3], [1.0, -3.6, -4.9], [0.1, 0.5, 0.2], [-0.8, 0.9, -2.6], [0.3, 0.1, 0.2], [-0.2, 0.3, 0.9], [2.1, -1.9, -0.2], [1.3, 0.3, 1.0]],
  "mulliken_charge": [-0.59, -0.39, 0.73, -0.22, -0.42, -0.12, 0.08, 0.37, 0.32, 0.31, 0.30, 0.33, 0.30]
}

Record 9
{
  "formula": "C2H6N3O2",
  "method": "wB97M-V/def2-TZVPD",
  "orbital_gap_ev": 9.3,
  "total_energy_ev": -10725.71472,
  "charge": 1,
  "de_lowest_kj_mol": 311.6,
  "smiles": "N/C(=C/[NH3+])[N+](=O)[O-]",
  "species": ["O", "O", "N", "N", "N", "C", "C", "H", "H", "H", "H", "H", "H"],
  "xyz": [[1.881, 1.640, 0.110], [3.207, 0.009, -0.016], [2.133, 0.468, 0.001], [-0.745, 1.360, -0.014], [1.266, -1.801, -0.027], [0.905, -0.511, -0.026], [-0.370, -0.068, 0.062], [-0.017, 2.159, 0.094], [0.537, -2.487, 0.154], [-1.376, 1.725, 0.764], [-1.195, -0.786, 0.108], [-1.116, 1.607, -0.983], [2.193, -2.142, 0.003]],
  "atomic_forces_ev_per_a": [[-0.5, 1.2, -0.1], [1.7, -1.5, -0.2], [-2.3, -0.5, 0.2], [-0.4, 3.0, -0.2], [-1.4, 0.0, 0.1], [0.5, 0.4, 0.4], [0.8, 0.5, 0.0], [0.0, -2.4, -0.2], [0.3, 0.2, -0.2], [0.1, -1.3, -1.3], [0.2, 0.6, -0.1], [-0.1, -0.5, 1.6], [1.0, 0.2, 0.0]],
  "mulliken_charge": [-0.66, -0.54, 1.09, -0.36, -0.37, 0.41, -0.54, 0.38, 0.22, 0.40, 0.34, 0.39, 0.23]
}

Record 10
{
  "formula": "C2H6N3O3",
  "method": "wB97M-V/def2-TZVPD",
  "orbital_gap_ev": [6.8, 6.8],
  "total_energy_ev": -12778.71054,
  "charge": -1,
  "de_lowest_kj_mol": 909.3,
  "species": ["O", "O", "O", "N", "N", "N", "C", "C", "H", "H", "H", "H", "H", "H"],
  "xyz": [[1.325, 1.057, 0.935], [0.358, -2.949, -0.840], [-0.284, -2.425, 1.165], [0.307, -2.177, 0.118], [0.916, -1.011, -0.135], [2.071, 1.634, -0.076], [-1.640, 0.776, -0.817], [0.900, -0.153, 0.860], [-0.956, 0.894, 0.045], [-1.057, 0.471, -1.740], [-2.266, -0.104, -0.469], [2.105, 2.637, 0.172], [0.402, -0.377, 1.745], [-2.183, 1.727, -0.962]],
  "atomic_forces_ev_per_a": [[-0.3, -0.5, 0.5], [-0.3, -0.6, 0.4], [-0.2, -0.2, 0.5], [0.1, 0.1, -1.1], [1.3, 1.2, -0.6], [0.8, 0.4, -1.7], [0.3, -1.1, 0.3], [0.0, 0.8, -0.1], [-0.2, 0.3, -0.9], [-0.6, 0.5, 1.2], [0.2, 1.2, -0.8], [-0.3, -0.6, 0.5], [-0.8, -0.6, 1.6], [0.0, -0.7, 0.0]],
  "mulliken_charge": [-0.14, -0.66, -0.67, 1.10, -0.52, -0.75, -0.83, -0.06, 0.08, 0.20, 0.24, 0.11, 0.57, 0.32]
}